Entry 1:
C20H56BF5N9O5P3S | ωB97M-V/def2-TZVPD

Output
- E_tot (Ha) = -3611.120232
- structure (SMILES) = CCC[PH](CC(N)(N)N)(B(C)O)S(=O)(=O)C(F)(F)C(F)(F)F.CN(C)P(=O)(N(C)C)N(C)C.CN(C)P(=O)(N(C)C)N(C)C

```
100
Properties=species:S:1:pos:R:3:lowdin_charge:R:1
C 2.350 -0.895 -4.619 -0.0983
C 1.286 -1.154 -3.537 -0.2589
C 1.310 -2.591 -2.965 -0.3005
P -0.191 -3.578 -3.270 0.9564
C -0.186 -3.426 -5.169 -0.2265
C -1.389 -2.698 -5.794 -0.7066
N -2.447 -3.649 -6.098 0.0886
N -1.850 -1.555 -4.963 0.0546
N -0.922 -2.179 -7.090 0.0650
B 0.035 -5.496 -3.411 -0.6335
C 1.436 -6.173 -3.307 -0.0126
O -1.119 -6.190 -3.589 0.1129
S -0.247 -3.832 -0.803 0.6344
O 0.897 -4.621 -0.345 -0.3844
O -0.349 -2.503 -0.213 -0.3947
C -1.739 -4.760 -0.071 -0.5228
F -1.582 -6.083 -0.134 0.1202
F -1.781 -4.417 1.223 0.1112
C -3.108 -4.369 -0.659 -0.5685
F -3.294 -4.933 -1.860 0.1526
F -3.203 -3.036 -0.781 0.1547
F -4.095 -4.769 0.159 0.1670
H 2.739 0.120 -4.561 0.0724
H 3.160 -1.625 -4.584 0.0723
H 1.913 -1.000 -5.617 0.0522
H 0.303 -0.870 -3.909 0.0791
H 1.504 -0.473 -2.712 0.0809
H 2.108 -3.160 -3.450 0.0875
H 1.571 -2.546 -1.910 0.0591
H -1.496 -3.109 -3.132 0.0371
H 0.725 -2.967 -5.549 0.0782
H -0.193 -4.431 -5.605 0.0896
H -2.565 -4.322 -5.348 0.0697
H -3.325 -3.169 -6.255 0.0778
H -2.765 -1.745 -4.569 0.0699
H -1.971 -0.739 -5.550 0.0716
H -0.266 -1.423 -6.904 0.0654
H -1.703 -1.742 -7.573 0.0744
H 1.511 -6.573 -2.289 0.0830
H 2.259 -5.464 -3.393 0.0590
H 1.566 -6.970 -4.042 0.0746
H -0.987 -7.135 -3.452 0.1207
O 2.414 1.221 -1.010 -0.2838
P 3.103 0.879 0.250 0.5942
N 2.967 2.258 1.225 -0.2888
C 3.736 2.481 2.437 -0.1253
C 1.598 2.740 1.392 -0.1343
N 4.727 0.637 -0.254 -0.3138
C 5.839 1.332 0.370 -0.1405
C 4.913 0.584 -1.700 -0.1323
N 3.116 -0.335 1.435 -0.2721
C 3.856 -1.577 1.135 -0.1123
C 1.723 -0.742 1.776 -0.0984
H 3.462 1.805 3.258 0.0845
H 3.552 3.506 2.768 0.0833
H 4.801 2.403 2.270 0.0397
H 1.043 2.178 2.154 0.0583
H 1.052 2.675 0.453 0.0732
H 1.598 3.790 1.690 0.0842
H 5.792 2.421 0.243 0.0882
H 6.773 0.980 -0.075 0.0797
H 5.907 1.095 1.431 0.0679
H 4.923 1.577 -2.166 0.0878
H 4.129 0.001 -2.175 0.0537
H 5.868 0.095 -1.909 0.0806
H 3.565 -2.037 0.186 0.0826
H 3.645 -2.286 1.936 0.0823
H 4.926 -1.399 1.125 0.0691
H 1.218 -1.243 0.946 0.0580
H 1.129 0.128 2.057 0.0593
H 1.742 -1.421 2.628 0.0857
O -2.429 5.493 2.663 -0.2798
P -2.912 4.617 3.744 0.5873
N -1.622 4.587 4.865 -0.2919
C -1.516 3.649 5.970 -0.1310
C -1.148 5.904 5.281 -0.1401
N -3.090 3.090 3.005 -0.3105
C -2.457 1.895 3.537 -0.1326
C -2.975 3.105 1.549 -0.1276
N -4.204 4.463 4.843 -0.2814
C -5.419 3.775 4.360 -0.1213
C -4.631 5.794 5.337 -0.1182
H -2.266 3.813 6.756 0.0832
H -0.527 3.765 6.418 0.0823
H -1.581 2.620 5.646 0.0392
H -1.766 6.354 6.070 0.0664
H -1.124 6.581 4.429 0.0738
H -0.131 5.823 5.669 0.0798
H -1.361 1.955 3.533 0.0786
H -2.750 1.038 2.928 0.0839
H -2.804 1.676 4.546 0.0690
H -1.930 3.162 1.221 0.0807
H -3.505 3.947 1.112 0.0714
H -3.417 2.196 1.137 0.0813
H -5.810 4.189 3.426 0.0872
H -6.185 3.876 5.130 0.0785
H -5.233 2.715 4.219 0.0695
H -5.076 6.405 4.545 0.0881
H -3.786 6.340 5.751 0.0577
H -5.366 5.670 6.132 0.0810
```

---

Entry 2:
C31H37N3O4 | ωB97M-V/def2-TZVPD

Output
- E_tot (Ha) = -1668.554664
- energy relative to the best compared isomer or geometry (same formula, charge and spin) (eV) = 4.160

```
75
Properties=species:S:1:pos:R:3:lowdin_charge:R:1
C -3.654 0.771 4.153 -0.0741
C -2.334 1.507 4.153 -0.2877
O -1.235 0.632 4.156 -0.0335
C -0.066 1.354 4.125 -0.5424
C 1.121 0.593 4.132 -0.0245
N 2.419 1.127 4.110 -0.4509
O 3.381 0.336 4.117 -0.0686
O 2.590 2.358 4.082 -0.0237
O -0.072 2.580 4.094 0.0226
H -4.501 1.460 4.159 0.0718
H -3.738 0.133 3.272 0.0664
H -3.735 0.123 5.027 0.0733
H -2.226 2.151 3.268 0.1045
H -2.229 2.153 5.038 0.1275
H 1.034 -0.474 4.162 0.0938
C -4.479 -1.547 -3.668 -0.1647
C -5.362 -0.345 -4.007 -0.1452
N -5.440 0.619 -2.887 -0.0578
C -6.679 1.410 -2.792 -0.1496
C -6.421 2.803 -2.218 -0.1620
C -5.615 2.728 -0.912 -0.1398
C -4.419 1.828 -1.019 -0.1407
C -4.386 0.799 -1.993 -0.0799
C -3.248 -0.030 -2.079 -0.1441
C -2.196 0.172 -1.229 0.0273
C -2.180 1.227 -0.298 -0.2039
C -0.970 1.542 0.381 0.0488
C 0.129 0.700 0.346 -0.0756
C 1.429 1.099 0.553 0.0538
C 2.544 0.230 0.375 -0.1984
C 2.416 -1.172 0.354 0.0421
C 3.501 -1.992 0.154 -0.1337
C 4.780 -1.425 -0.056 -0.0701
N 5.894 -2.244 -0.245 -0.0521
C 5.792 -3.716 -0.283 -0.1480
C 4.616 -4.223 0.550 -0.1610
C 3.323 -3.482 0.174 -0.1390
C 7.254 -1.681 -0.352 -0.1464
C 7.245 -0.304 -1.014 -0.1644
C 6.246 0.633 -0.319 -0.1375
C 4.918 -0.018 -0.057 -0.1334
C 3.820 0.774 0.170 0.0408
C -3.329 2.036 -0.203 0.0344
C -3.119 -1.079 -3.141 -0.1428
H -4.976 -2.159 -2.904 0.1211
H -4.352 -2.202 -4.542 0.1169
H -4.960 0.186 -4.875 0.1261
H -6.374 -0.663 -4.281 0.1209
H -7.139 1.464 -3.785 0.1206
H -7.378 0.856 -2.159 0.1264
H -5.870 3.400 -2.956 0.1198
H -7.372 3.333 -2.059 0.1165
H -5.289 3.731 -0.607 0.1211
H -6.256 2.370 -0.098 0.1259
H -1.324 -0.442 -1.353 0.1132
H -0.861 2.523 0.811 0.1352
H -0.021 -0.316 0.030 0.0923
H 1.616 2.146 0.725 0.1379
H 1.455 -1.621 0.528 0.1197
H 5.678 -4.016 -1.329 0.1242
H 6.738 -4.147 0.060 0.1210
H 4.493 -5.309 0.432 0.1159
H 4.833 -4.062 1.614 0.1249
H 2.516 -3.745 0.870 0.1226
H 2.980 -3.807 -0.816 0.1231
H 7.665 -1.617 0.660 0.1303
H 7.889 -2.384 -0.900 0.1202
H 8.253 0.134 -1.012 0.1160
H 6.970 -0.414 -2.070 0.1178
H 6.657 0.985 0.634 0.1302
H 6.091 1.540 -0.920 0.1210
H 3.925 1.845 0.166 0.1313
H -3.346 2.839 0.515 0.1272
H -2.539 -1.926 -2.752 0.1218
H -2.520 -0.668 -3.962 0.1276
```

---

Entry 3:
C7H14N3O2 | ωB97M-V/def2-TZVPD

Output
- E_tot (Ha) = -589.430823
- energy relative to the best compared isomer or geometry (same formula, charge and spin) (eV) = 5.713
- total charge = +1

```
26
Properties=species:S:1:pos:R:3:lowdin_charge:R:1
C 1.910 -0.650 -0.802 -0.1556
C 2.016 0.744 -1.234 -0.3535
C 1.036 1.736 -0.365 -0.0172
C 0.705 -2.188 0.355 -0.0668
C -0.332 1.535 -0.823 -0.2631
C -1.104 -2.574 2.017 -0.0442
C -1.392 1.242 1.231 -0.0356
N 0.925 -0.971 -0.058 0.0037
N 2.689 1.072 -2.225 0.1306
N -0.755 2.129 -1.952 0.2587
O -0.809 -2.208 0.705 -0.0879
O -1.384 1.028 -0.138 -0.0393
H 2.680 -1.298 -1.163 0.1179
H 1.151 1.549 0.676 0.1089
H 1.374 2.717 -0.655 0.1303
H 1.236 -3.086 0.369 0.1111
H -0.730 -1.741 2.664 0.1077
H -0.552 -3.517 2.224 0.1230
H -2.267 -2.658 2.048 0.1486
H -0.767 1.983 1.621 0.0915
H -1.176 0.205 1.649 0.1015
H -2.390 1.507 1.517 0.1087
H 2.926 2.037 -2.536 0.0831
H -1.225 -1.379 0.427 0.1332
H -0.156 2.504 -2.680 0.1463
H -1.710 2.026 -2.312 0.1584
```

---

Entry 4:
C4H9NO | ωB97M-V/def2-TZVPD

Output
- E_tot (Ha) = -287.794955
- structure (SMILES) = CC(=O)N(C)C
- energy relative to the best compared isomer or geometry (same formula, charge and spin) (eV) = 1.020

```
15
Properties=species:S:1:pos:R:3:lowdin_charge:R:1
C 0.271 -1.408 1.238 -0.0112
C 0.103 -0.734 -0.110 -0.5096
N -0.291 0.563 -0.137 -0.1664
C -0.845 1.232 1.025 -0.0636
C 0.103 1.393 -1.308 -0.0141
O 0.705 -1.294 -1.024 0.0152
H 1.118 -0.981 1.780 0.0894
H -0.562 -1.322 1.949 0.0708
H 0.576 -2.426 1.025 0.0791
H -1.342 2.117 0.647 0.0830
H -0.081 1.528 1.757 0.0921
H -1.514 0.569 1.577 0.0819
H 0.862 2.098 -0.979 0.0911
H 0.406 0.596 -1.985 0.0774
H -0.783 1.873 -1.728 0.0849
```

---

Entry 5:
C6H16O | ωB97M-V/def2-TZVPD

Output
- E_tot (Ha) = -313.408041
- structure (SMILES) = CCC(C)CC.O
- energy relative to the best compared isomer or geometry (same formula, charge and spin) (eV) = 0.966

```
23
Properties=species:S:1:pos:R:3:lowdin_charge:R:1
C 0.723 -1.246 -1.510 -0.1211
C 0.659 -1.342 0.003 -0.2014
C -0.389 -0.413 0.751 -0.3698
C -0.797 0.725 -0.162 -0.0931
C 0.135 0.018 2.107 -0.2407
C -0.954 0.667 2.953 -0.1032
H 1.144 -0.371 -1.982 0.0422
H -0.307 -1.124 -1.871 0.0678
H 1.065 -2.124 -2.050 0.0771
H 0.217 -2.318 0.106 0.0949
H 1.617 -1.364 0.482 0.0950
H -1.222 -1.118 0.795 0.1336
H -1.220 0.399 -1.112 0.0644
H -1.599 1.380 0.185 0.0716
H 0.056 1.342 -0.468 0.0898
H 0.931 0.722 1.933 0.1052
H 0.749 -0.680 2.668 0.1067
H -1.506 1.365 2.325 0.0543
H -0.592 1.346 3.733 0.0716
H -1.688 -0.001 3.394 0.0723
H 0.836 1.015 -3.448 0.0034
H 1.336 1.963 -4.428 0.0392
O 0.802 1.157 -4.404 -0.0597
```

---

Entry 6:
C4H7F | ωB97M-V/def2-TZVPD

Output
- E_tot (Ha) = -256.346189
- structure (SMILES) = C/C=C/CF
- energy relative to the best compared isomer or geometry (same formula, charge and spin) (eV) = 2.658

```
12
Properties=species:S:1:pos:R:3:lowdin_charge:R:1
C -1.786 -0.275 -0.045 -0.2046
C -0.587 0.383 -0.212 -0.1816
C 0.591 -0.497 -0.248 -0.0523
C 1.829 0.211 0.114 -0.2557
H -1.666 -1.305 0.337 0.0843
H -2.305 0.432 0.772 0.1357
H -2.518 -0.404 -0.805 0.0670
H -0.891 1.583 -0.465 0.1840
H 0.371 -1.458 0.018 0.0584
H 2.076 0.368 1.205 0.1307
H 1.777 1.220 -0.470 0.1363
F 3.109 -0.256 -0.201 -0.1021
```